No. 1
12 unconnected molecules or ions with the total composition C45H100O16. Source: OMol25; level of theory: wB97M-V/def2-TZVPD.

Atoms and positions in Å:
O -4.824 4.248 -8.822
O 5.192 3.265 -5.441
O 4.745 -4.361 3.620
O -3.451 2.575 6.722
O 1.891 7.684 9.389
O -4.051 -8.806 0.220
O -1.536 0.497 7.787
O -0.809 0.087 -0.865
O 3.383 5.495 8.390
O 0.010 -9.726 -2.053
O -0.111 8.195 -1.273
O 9.434 1.722 3.417
O -1.701 -4.816 -7.654
O -8.606 -0.734 -2.480
O -0.681 -5.167 -10.176
O -2.103 -9.479 2.277
C -10.142 -2.482 -1.957
C -4.486 3.834 -6.539
C -5.522 4.139 -7.574
C -3.866 3.744 5.961
C -0.669 -3.974 -8.081
C -2.857 -8.294 2.331
C 4.947 -6.726 3.580
C -5.292 -8.912 -0.498
C 3.295 6.685 7.649
C -0.346 1.631 0.854
C -3.285 3.398 -7.332
C -0.654 8.862 -0.103
C -0.056 -5.930 -11.206
C -8.092 -1.396 -1.320
C -9.587 -1.627 -3.100
C -1.093 1.494 -0.508
C 1.762 8.641 0.034
C 0.157 -4.675 -9.175
C 9.428 2.942 2.691
C 4.109 2.371 -5.360
C 0.751 0.530 0.816
C 5.174 3.967 -6.680
C -0.010 -0.591 0.073
C 3.800 4.380 7.649
C -2.361 -4.282 -6.475
C -2.398 -0.352 7.030
C 9.383 0.577 2.550
C -2.590 -10.581 3.069
C -2.470 2.776 7.771
C 8.514 1.096 1.386
C 3.825 2.062 -6.834
C -9.262 -2.200 -0.770
C 3.101 7.870 8.626
C 5.406 -5.435 2.935
C 4.369 -6.263 4.983
C -4.215 -8.381 1.577
C 8.392 2.620 1.615
C -2.109 1.490 8.547
C 4.656 -4.735 4.994
C 1.801 8.696 10.382
C 0.510 9.133 0.851
C 1.293 8.535 -1.422
C 4.009 3.395 -7.486
C -3.725 3.236 -8.831
C 0.577 -8.506 -2.472
H -2.138 -7.629 1.853
H 2.666 8.684 11.045
H 1.620 0.778 0.206
H -4.284 4.460 6.669
H 0.717 -5.422 -11.782
H 5.775 -7.409 3.767
H 5.569 -4.420 5.500
H -5.804 -7.957 -0.377
H 8.923 0.892 0.397
H -0.637 -1.172 0.750
H 1.880 7.864 -2.049
H 4.534 1.277 -7.099
H -1.950 -11.463 3.025
H 1.288 -8.503 -3.299
H 5.055 5.042 -6.544
H -0.663 2.200 -1.219
H -2.984 4.175 5.488
H -2.962 3.499 -9.563
H 3.838 -4.159 5.427
H 9.162 3.771 3.347
H -9.974 -3.515 -2.260
H 6.119 3.647 -7.119
H 3.114 8.762 8.000
H -2.821 3.515 8.490
H -0.157 -7.800 -2.860
H -2.932 -7.892 3.341
H 10.433 3.149 2.325
H 1.066 -7.964 -1.663
H 3.104 4.002 -7.476
H 1.727 9.667 9.893
H 0.873 8.598 10.945
H 0.597 -5.604 -8.810
H 3.261 2.801 -4.827
H -0.674 -9.555 -1.402
H -9.799 -1.613 -0.026
H 2.146 7.678 0.372
H 7.574 0.545 1.415
H -5.165 -9.087 -1.567
H -0.703 -6.341 -11.981
H 4.770 4.600 7.202
H -4.545 -7.344 1.517
H 8.671 3.264 0.781
H -4.303 4.735 -5.953
H -4.066 2.239 -9.110
H 1.121 0.249 1.801
H -1.533 8.440 0.384
H 3.835 3.525 8.324
H -7.658 -0.779 -0.533
H 4.913 -6.687 5.827
H 10.399 0.371 2.214
H -4.551 3.435 5.171
H -2.421 4.060 -7.278
H -1.782 -1.079 6.501
H -11.188 -2.219 -1.800
H -4.890 3.028 -5.927
H 3.975 7.984 9.268
H -6.088 5.059 -7.435
H -9.051 -2.175 -3.875
H -1.692 -4.135 -5.627
H 2.490 6.730 6.914
H 0.127 2.592 1.054
H 5.200 -5.485 1.866
H 4.149 -7.246 3.049
H 6.495 -5.435 2.987
H -1.427 1.814 9.333
H -0.982 1.426 1.715
H 2.833 1.610 -6.865
H 8.998 -0.311 3.052
H -0.024 -3.693 -7.248
H -5.872 -9.729 -0.070
H 2.587 9.353 0.047
H -6.168 3.263 -7.632
H -2.959 2.461 -6.880
H 4.260 3.264 -8.539
H -4.939 -8.954 2.156
H 4.263 6.728 7.150
H 3.314 -6.527 5.056
H -3.553 -10.917 2.685
H -1.077 -3.039 -8.464
H 0.965 -4.076 -9.594
H -2.923 -3.373 -6.688
H -1.560 3.211 7.359
H 0.657 -1.280 -0.445
H 0.613 10.160 1.200
H -8.892 -3.120 -0.317
H 0.424 -6.810 -10.779
H 1.172 9.485 -1.941
H -3.087 -5.045 -6.197
H 3.036 4.173 6.900
H -7.264 -2.026 -1.643
H 4.419 1.454 -4.860
H -2.905 1.124 9.194
H -3.078 0.115 6.318
H 7.384 2.878 1.939
H -3.080 -0.931 7.653
H -10.409 -1.093 -3.576
H -2.709 -10.261 4.104
H -1.010 9.857 -0.371
H -2.165 1.667 -0.412
H 0.436 8.473 1.716

SMILES   C1CCOC1.C1CCOC1.C1CCOC1.C1CCOC1.C1CCOC1.C1CCOC1.C1CCOC1.COCCOC.COCCOC.COCCOC.COCCOC.CO
HOMO energy   -9.55 eV


No. 2
13 unconnected molecules or ions with the total composition C45H107N13O11. Source: OMol25; level of theory: wB97M-V/def2-TZVPD.

Atoms and positions in Å:
O -3.817 30.569 0.371
O -5.196 22.592 -0.623
O -7.760 23.961 -0.704
O -5.534 29.749 -6.128
O -4.734 26.774 -1.124
O -2.720 26.323 4.865
O -3.344 25.221 -6.576
O 2.398 31.780 -1.141
O 0.622 34.610 -4.042
O -3.041 31.776 -6.551
O -7.537 22.040 -2.880
N -6.061 30.881 0.569
N -9.327 28.651 -4.683
N -6.379 22.850 -4.682
N -8.058 25.963 0.341
N -3.006 22.063 -0.704
N -1.456 24.541 -7.657
N 1.656 30.940 -3.122
N -6.049 28.834 -8.141
N -1.013 33.432 -2.992
N -3.706 26.182 2.809
N -2.325 30.059 -7.876
N 1.142 26.676 -3.211
N -3.851 27.988 -2.830
C 0.752 27.198 -5.568
C -6.106 22.726 -6.093
C -4.830 30.570 1.037
C -5.642 23.877 -3.992
C -9.394 29.846 -5.508
C 0.641 30.091 -2.531
C -2.413 29.375 -9.146
C -8.804 31.088 -4.845
C -1.499 29.425 -6.872
C -4.921 26.175 2.043
C -7.941 27.392 0.223
C -1.842 33.290 -1.814
C 2.426 31.738 -2.350
C -7.948 28.323 -4.369
C -5.742 27.858 -9.156
C -1.633 22.452 -0.545
C -2.016 24.583 -8.973
C -3.687 26.426 4.136
C 1.553 26.390 -4.563
C -2.190 24.829 -6.569
C -3.211 20.720 -1.192
C -7.788 27.030 -3.581
C -0.759 26.897 -1.642
C -0.076 24.082 -7.537
C -4.041 22.941 -0.562
C -2.510 25.717 2.130
C -4.342 27.838 -1.589
C 2.523 25.089 -1.849
C -10.070 27.544 -5.298
C -8.964 25.452 1.331
C -5.399 28.871 -6.947
C -6.266 31.359 -0.778
C -0.179 26.211 -2.867
C -6.938 29.895 -8.539
C -9.540 27.039 -6.639
C -0.052 34.373 -3.059
C -3.880 26.961 -3.836
C -7.204 30.994 1.453
C -7.183 21.955 -4.026
C -1.353 32.630 -4.143
C 1.750 30.997 -4.548
C 2.159 26.526 -2.203
C -3.019 31.202 -7.613
C -3.526 29.319 -3.323
C -7.502 25.134 -0.601
H 1.696 24.550 -1.371
H -6.591 30.419 -9.435
H 0.951 29.048 -2.492
H -5.195 27.016 -8.726
H -1.100 21.822 0.169
H -3.578 31.510 -8.516
H -2.355 32.872 -4.500
H -0.907 26.326 -3.668
H -2.915 19.985 -0.443
H 1.073 26.976 -6.591
H -9.663 27.817 -7.394
H -6.243 21.708 -6.458
H -0.626 32.855 -4.918
H -5.464 31.015 -1.427
H -5.189 25.189 1.650
H 0.084 34.873 -2.085
H 0.533 24.539 -8.322
H 0.887 28.258 -5.360
H 1.869 27.063 -1.297
H -5.758 26.559 2.630
H -6.743 23.409 -6.667
H -4.859 30.206 2.076
H -6.254 32.453 -0.809
H -7.174 27.675 -0.495
H -5.946 23.917 -2.945
H -7.067 30.637 -7.756
H 1.474 25.309 -4.799
H -1.360 31.560 -3.938
H -4.737 27.089 -4.499
H 0.822 30.861 -5.103
H -8.949 29.715 -6.507
H -2.649 20.568 -2.118
H -4.679 26.730 4.516
H -11.115 27.868 -5.304
H 3.292 25.046 -1.072
H -1.687 24.626 -5.608
H -0.140 25.117 -2.700
H -8.485 26.783 -6.542
H -1.638 26.008 2.707
H -7.214 30.980 -1.158
H -4.558 23.719 -4.023
H -2.908 28.405 -9.063
H 0.408 30.425 -1.521
H -2.691 33.982 -1.820
H -5.071 22.999 -6.311
H -1.776 28.381 -6.709
H -9.046 31.966 -5.446
H -8.349 27.116 -2.646
H -4.370 28.782 -1.032
H -3.756 23.976 -0.317
H 3.141 32.352 -2.923
H -6.758 26.887 -3.252
H 2.863 24.510 -2.708
H -2.936 27.009 -4.387
H -8.872 25.980 2.283
H -7.309 28.303 -5.263
H 2.479 30.273 -4.938
H -7.511 32.045 1.538
H -10.452 30.073 -5.692
H -7.629 27.823 1.188
H 3.060 27.046 -2.542
H -3.077 24.810 -8.965
H -8.797 24.390 1.488
H -1.624 29.932 -5.915
H -8.071 30.443 1.087
H -4.267 20.603 -1.432
H -7.939 29.498 -8.746
H -4.849 26.836 1.177
H -7.726 31.003 -4.723
H -6.952 30.672 2.462
H -2.560 24.630 2.006
H -3.416 30.022 -2.498
H 2.108 31.976 -4.877
H -1.481 25.306 -9.596
H -9.279 31.254 -3.876
H -10.102 26.737 -4.560
H -0.949 27.941 -1.902
H -1.089 22.428 -1.498
H -0.310 26.950 -5.532
H -7.538 29.118 -3.741
H -1.270 33.438 -0.897
H 0.328 24.362 -6.570
H -6.749 25.633 -1.226
H -2.244 32.279 -1.740
H -10.010 25.582 1.013
H -1.746 26.506 -1.375
H -8.157 26.169 -4.134
H -2.951 30.006 -9.857
H -5.859 24.843 -4.458
H -6.665 27.460 -9.585
H -2.450 26.163 1.135
H -7.513 21.150 -4.715
H -3.896 25.963 -3.403
H -1.903 23.608 -9.463
H -0.018 23.007 -7.738
H 2.609 26.651 -4.653
H -5.141 28.287 -9.963
H -10.088 26.158 -6.972
H -4.311 29.673 -3.998
H -8.894 27.887 -0.010
H -1.417 29.231 -9.577
H -1.547 23.494 -0.234
H -0.440 29.525 -7.130
H -2.583 29.252 -3.871
H -4.697 28.017 -6.884
H -0.265 30.186 -3.129
H -0.180 26.836 -0.721

HOMO energy   -8.38 eV